Entry 1:
The following is a quantum chemistry calculation of C14H19BrOPd as an isolated structure in a non-equilibrium geometry, from OMol25.

Structure (XYZ):
```
36
Properties=species:S:1:pos:R:3:lowdin_charge:R:1
C -1.00982 2.14199 -2.07418 -0.213
C -0.20938 2.82587 -1.13462 -0.332
C 1.15863 2.29814 -1.16356 -0.221
H -0.56161 3.68646 -0.52510 0.086
C 1.05187 1.07931 -2.01545 -0.260
C -0.25870 1.07635 -2.61641 -0.204
H -0.59241 0.34703 -3.37520 0.104
H -2.04831 2.40535 -2.38611 0.112
H 1.84293 2.35328 -0.31445 0.070
H 1.74856 0.28348 -2.11832 0.078
Pd -0.13499 0.96280 -0.46850 0.958
Br -0.75496 1.85631 2.07041 -0.145
C -2.08060 -1.33660 0.27980 -0.208
C -1.97638 -1.38249 -1.16632 -0.220
C -2.78557 -0.33100 -1.68902 -0.276
H -1.36551 -2.05825 -1.72141 0.045
C -3.32935 0.40057 -0.59000 -0.251
C -2.91639 -0.22719 0.62123 -0.271
H -3.11684 0.08490 1.62374 0.018
H -1.57742 -2.00042 0.94512 0.034
H -2.90444 -0.10683 -2.72297 0.038
H -3.84790 1.35096 -0.65916 0.046
C 2.50579 -2.22179 0.89820 -0.086
C 1.56042 -1.04314 1.14522 -0.806
C 0.73718 -1.35529 2.40623 -0.092
C 2.41959 0.19753 1.46157 -0.098
O 0.76252 -0.98106 0.04475 -0.295
H 3.14852 -2.40859 1.76818 0.058
H 3.12046 -1.98097 0.03218 0.063
H 1.90667 -3.09934 0.67951 0.067
H 1.40284 -1.62528 3.23191 0.060
H 0.15659 -0.47775 2.70273 -0.022
H 0.07216 -2.17901 2.17907 0.055
H 2.94359 0.50569 0.56529 0.057
H 1.79196 1.01134 1.83322 -0.014
H 3.14031 -0.05238 2.25242 0.065
```

2S+1: 3
E_HOMO (spin up / spin down) (Eh): 0.0225 / 0.0177
Charge: -2
Gap between HOMO and LUMO (spin up / spin down) (Ha): 0.1862 / 0.1901

=====

Entry 2:
The following is a quantum chemistry calculation of C14H19Cl2FGaO3S as an isolated structure in a non-equilibrium geometry, from OMol25.

Structure (XYZ):
```
41
Properties=species:S:1:pos:R:3:lowdin_charge:R:1
C 2.04553 0.70472 0.13371 -0.155
C 2.47666 1.48056 -1.24286 -0.677
Cl 4.29687 1.80785 -1.52380 0.419
C 1.42577 1.90989 -2.20054 -0.592
Cl 2.04964 2.79698 -3.74982 0.379
Ga -0.60903 1.64097 -2.06225 0.088
S -1.20809 0.26497 -3.86437 0.261
C -1.29592 0.70096 -0.36126 -0.252
C -1.47006 -0.94044 -0.61794 -0.314
O -2.82022 -1.23409 -1.18286 -0.190
C -1.50257 3.47649 -2.44759 -0.242
C -1.69192 4.43204 -1.12593 -0.340
C -0.51275 4.28849 0.00438 -0.097
F -1.61769 5.85481 -1.62788 -0.177
H 1.53447 1.51991 0.83822 0.084
H 1.38700 -0.25395 -0.01801 0.070
H 3.03647 0.38907 0.70918 0.075
H -0.72266 0.96098 -5.00419 -0.207
H -0.70780 0.94355 0.62930 0.042
H -2.40554 1.08941 -0.17738 0.072
H -1.38858 -1.56781 0.36886 0.084
H -0.69893 -1.36126 -1.39974 0.096
H -3.12481 -0.37788 -1.62012 0.069
H -2.59394 3.32353 -2.90243 0.063
H -0.89815 4.05092 -3.28676 0.065
H -2.79433 4.32487 -0.69435 0.139
H -0.83464 4.99029 0.91323 0.081
H -0.38841 3.21520 0.45988 0.053
H 0.53134 4.72521 -0.36603 0.105
C 2.03502 -3.68517 3.15563 0.024
C 1.97990 -4.97313 3.50839 0.016
C 0.81531 -5.81249 3.16428 -0.390
O 0.76313 -6.99091 3.48849 0.088
C -0.28464 -5.17421 2.41426 0.022
C -0.22952 -3.88625 2.06150 0.032
C 0.93507 -3.04689 2.40561 -0.369
O 0.98724 -1.86847 2.08140 0.102
H 2.88146 -3.05532 3.40074 0.122
H 2.77890 -5.45611 4.05807 0.119
H -1.13108 -5.80406 2.16915 0.122
H -1.02852 -3.40327 1.51182 0.109
```

2S+1: 1
E_HOMO (Eh): -0.1914
Charge: -1
Gap between HOMO and LUMO (Ha): 0.1896

=====

Entry 3:
The following is a quantum chemistry calculation of C14H19Cl3GeN6O4RuS3 as an isolated structure in a non-equilibrium geometry, from OMol25.

Structure (XYZ):
```
51
Properties=species:S:1:pos:R:3:lowdin_charge:R:1
Ru 0.05157 -0.35881 -1.13056 0.381
C -1.46515 2.26556 -2.24563 -0.484
C -1.26379 1.57139 -3.56797 -0.431
S -0.61635 -0.13890 -3.36917 0.894
C 0.95292 0.04157 -4.31242 -0.432
C 2.10184 -0.60166 -3.58645 -0.481
S 2.26293 -0.08619 -1.87206 0.847
C 2.55898 1.69941 -1.88947 -0.440
C 1.33846 2.59936 -1.97441 -0.404
S -0.13484 1.97248 -1.07766 0.908
H -1.62856 3.33762 -2.36244 0.109
H -2.32477 1.84546 -1.73433 0.035
H -2.21891 1.49891 -4.08794 0.097
H -0.58435 2.09275 -4.23727 0.077
H 0.81123 -0.45409 -5.27312 0.102
H 1.11820 1.09846 -4.50468 0.077
H 1.96017 -1.68165 -3.51769 0.068
H 3.04631 -0.43256 -4.10533 0.108
H 3.07152 1.86690 -0.94747 0.073
H 3.26250 1.91408 -2.69524 0.108
H 1.58624 3.55262 -1.50849 0.100
H 1.03567 2.80574 -2.99885 0.075
O 1.71248 0.87611 0.74855 -0.103
C 1.92909 0.91945 1.94348 -0.141
C 1.25498 0.08456 2.93969 -0.108
C 1.50892 0.35988 4.28051 0.083
C 0.87044 -0.37362 5.25770 -0.102
C -0.04304 -1.35996 4.95279 0.064
C -0.29280 -1.65548 3.61688 0.005
C 0.37240 -0.95780 2.62593 -0.283
O 0.14692 -1.34017 1.29689 -0.344
N 1.18275 -0.09238 6.67919 -0.346
O 1.98812 0.78499 6.89345 0.113
O 0.61146 -0.76447 7.50473 0.120
H 2.66021 1.63622 2.34974 0.152
H 2.19449 1.14687 4.56761 0.141
H -0.54416 -1.88876 5.75151 0.140
H -0.99976 -2.42842 3.35041 0.108
N -5.33266 -0.17769 -0.55790 0.173
N -4.07402 -0.68669 -0.50665 -0.257
N -3.83277 -1.86900 -0.00277 0.174
C -2.51101 -1.91441 -0.06417 -0.188
N -1.99633 -0.79372 -0.58076 -0.117
N -3.03333 -0.00983 -0.86663 0.090
H -6.02670 -0.91085 -0.54128 0.127
H -5.42507 0.56344 -1.23478 0.120
H -1.95157 -2.76556 0.27545 0.076
Cl 0.18867 -4.50647 1.73064 0.376
Ge 1.01604 -2.82851 0.81309 -0.214
Cl 0.43404 -2.81912 -1.28232 0.374
Cl 3.07041 -2.63704 1.05766 0.380
```

2S+1: 1
E_HOMO (Eh): -0.5476
Charge: +2
Gap between HOMO and LUMO (Ha): 0.3217

=====

no.,electronic energy (eV)
1,-90391.2906
2,-111939.6125
3,-161113.6249